The following is a quantum chemistry calculation of a cluster of 14 separate species, C56H82N14 in total at a distorted geometry, from the OMol25 dataset.

Structure (XYZ):
```
152
Properties=species:S:1:pos:R:3
C 4.794 5.668 2.314
C 5.286 4.953 1.069
C 5.047 3.434 1.088
C 3.650 3.105 1.032
N 2.531 2.881 0.978
H 4.955 5.049 3.197
H 3.719 5.841 2.275
H 5.314 6.617 2.444
H 6.354 5.170 1.049
H 4.942 5.408 0.141
H 5.436 2.992 2.005
H 5.698 3.027 0.314
C 1.490 -1.023 -6.860
C 0.694 -2.318 -6.694
C -0.531 -2.121 -5.797
C -0.370 -1.254 -4.537
N -0.314 -0.599 -3.595
H 2.378 -1.133 -7.481
H 1.711 -0.593 -5.883
H 0.876 -0.257 -7.334
H 1.258 -3.115 -6.208
H 0.390 -2.645 -7.688
H -0.888 -3.093 -5.458
H -1.379 -1.763 -6.380
C 4.825 -0.093 -4.335
C 4.366 -0.153 -2.808
C 5.534 0.163 -1.862
C 6.523 -0.957 -1.857
N 7.286 -1.837 -1.903
H 5.110 0.904 -4.672
H 4.041 -0.549 -4.940
H 5.632 -0.798 -4.534
H 3.909 -1.122 -2.608
H 3.558 0.545 -2.585
H 5.211 0.172 -0.820
H 5.966 1.143 -2.063
C -5.036 -1.217 -1.443
C -3.855 -0.188 -1.755
C -4.023 0.379 -3.210
C -5.276 1.072 -3.503
N -6.269 1.647 -3.745
H -6.044 -0.844 -1.623
H -4.832 -1.546 -0.424
H -4.885 -2.141 -2.000
H -2.895 -0.697 -1.667
H -3.892 0.683 -1.101
H -4.080 -0.403 -3.967
H -3.194 1.013 -3.521
C -4.147 -2.451 2.300
C -4.418 -3.552 1.325
C -5.896 -4.009 1.102
C -6.737 -4.138 2.271
N -7.418 -4.383 3.196
H -5.035 -1.852 2.504
H -3.547 -1.628 1.912
H -3.711 -2.857 3.213
H -3.814 -4.395 1.659
H -3.997 -3.467 0.323
H -5.945 -4.956 0.565
H -6.568 -3.357 0.544
C -1.135 0.416 1.186
C -0.325 0.599 -0.084
C 0.516 -0.594 -0.568
C -0.271 -1.827 -0.769
N -0.892 -2.820 -0.858
H -0.345 0.267 1.922
H -1.955 -0.302 1.185
H -1.600 1.329 1.560
H 0.292 1.465 0.156
H -0.927 0.870 -0.952
H 1.297 -0.785 0.168
H 1.103 -0.363 -1.457
N -1.084 2.694 4.956
C 0.029 2.876 4.098
C 0.179 4.236 3.910
C -0.829 4.845 4.610
C -1.625 3.937 5.257
H -1.344 1.799 5.344
H 0.604 2.032 3.746
H 0.973 4.684 3.330
H -0.969 5.916 4.608
H -2.432 4.070 5.963
N 1.724 -4.806 -2.341
C 3.130 -4.963 -2.490
C 3.605 -3.968 -3.287
C 2.539 -3.121 -3.594
C 1.390 -3.716 -3.098
H 1.121 -5.449 -1.848
H 3.579 -5.823 -2.015
H 4.632 -3.818 -3.587
H 2.517 -2.196 -4.152
H 0.361 -3.397 -3.025
N 4.988 -2.459 0.583
C 3.836 -1.810 0.225
C 3.773 -0.695 1.062
C 4.931 -0.678 1.892
C 5.637 -1.815 1.615
H 5.429 -3.242 0.121
H 3.132 -2.290 -0.439
H 3.043 0.100 1.083
H 5.138 0.080 2.633
H 6.648 -2.064 1.902
N -3.705 3.668 -3.112
C -2.365 3.480 -2.979
C -2.084 3.556 -1.638
C -3.215 3.828 -0.953
C -4.250 3.765 -1.878
H -4.275 3.546 -3.937
H -1.774 3.296 -3.864
H -1.065 3.405 -1.314
H -3.336 4.024 0.102
H -5.316 3.766 -1.710
N 0.002 -4.945 3.804
C -0.795 -3.982 3.191
C -0.018 -3.204 2.356
C 1.306 -3.678 2.463
C 1.276 -4.703 3.331
H -0.272 -5.698 4.419
H -1.861 -4.094 3.320
H -0.283 -2.277 1.868
H 2.202 -3.194 2.104
H 2.043 -5.351 3.728
N -0.080 -0.236 6.258
C -1.262 0.145 6.872
C -2.333 -0.337 6.188
C -1.788 -1.056 5.125
C -0.400 -0.809 5.090
H 0.854 -0.017 6.573
H -1.253 0.654 7.824
H -3.379 -0.291 6.451
H -2.238 -1.547 4.274
H 0.354 -1.160 4.401
N 1.336 2.133 -3.370
C 2.108 2.927 -2.579
C 3.123 3.528 -3.297
C 3.079 2.828 -4.550
C 1.900 2.042 -4.580
H 0.537 1.581 -3.092
H 1.775 2.948 -1.551
H 3.873 4.189 -2.889
H 3.829 3.044 -5.297
H 1.395 1.466 -5.342
N -6.337 1.608 3.188
C -6.173 1.873 4.484
C -4.812 1.723 4.851
C -4.220 1.242 3.708
C -5.122 1.209 2.676
H -7.210 1.598 2.682
H -7.053 2.214 5.010
H -4.393 1.877 5.834
H -3.203 0.893 3.609
H -5.028 0.942 1.634
```

Values from the calculation:
HOMO-LUMO gap in hartree: 0.298
Energy in eV: -80258.3969

=====

The following is a quantum chemistry calculation of a cluster of 12 separate species, C56H88O16 in total at a distorted geometry, from the OMol25 dataset.

Structure (XYZ):
```
160
Properties=species:S:1:pos:R:3
O 7.560 0.703 -0.854
C 6.427 0.020 -1.026
C 5.539 0.204 -2.130
C 4.457 -0.647 -2.242
C 4.235 -1.601 -1.222
O 3.217 -2.556 -1.460
C 5.020 -1.620 -0.063
C 6.076 -0.781 0.063
H 7.656 1.399 -1.508
H 5.741 0.932 -2.902
H 3.794 -0.539 -3.088
H 2.696 -2.345 -2.238
H 4.779 -2.299 0.742
H 6.738 -1.003 0.888
O -1.410 -4.406 2.607
C -1.927 -4.863 1.418
C -1.074 -4.851 0.311
C -1.453 -5.441 -0.886
C -2.753 -5.964 -0.962
O -3.159 -6.598 -2.114
C -3.675 -5.933 0.118
C -3.268 -5.286 1.304
H -0.473 -4.195 2.593
H -0.075 -4.442 0.345
H -0.851 -5.435 -1.782
H -4.060 -6.912 -2.011
H -4.667 -6.342 0.003
H -4.040 -5.187 2.053
O -0.596 3.959 -0.517
C -0.812 4.422 0.754
C -0.590 5.818 1.070
C -0.807 6.185 2.410
C -1.380 5.260 3.288
O -1.729 5.680 4.559
C -1.622 3.994 2.976
C -1.262 3.537 1.689
H -0.619 4.549 -1.275
H -0.290 6.511 0.298
H -0.693 7.231 2.656
H -2.548 5.218 4.749
H -2.180 3.372 3.660
H -1.494 2.517 1.423
O 2.978 2.334 -3.962
C 1.846 3.025 -4.321
C 1.945 4.034 -5.270
C 0.791 4.654 -5.717
C -0.474 4.281 -5.167
O -1.589 4.942 -5.507
C -0.527 3.171 -4.346
C 0.658 2.542 -3.827
H 3.004 2.094 -3.033
H 2.948 4.325 -5.545
H 0.961 5.415 -6.465
H -1.394 5.649 -6.127
H -1.477 2.840 -3.954
H 0.630 1.590 -3.318
C -4.683 -2.658 -1.673
C -5.323 -1.931 -0.525
C -4.231 -1.113 0.077
O -3.438 -0.690 -1.072
C -3.367 -1.885 -1.874
H -5.299 -2.721 -2.570
H -4.457 -3.691 -1.408
H -5.843 -2.526 0.226
H -5.982 -1.343 -1.163
H -3.479 -1.598 0.700
H -4.524 -0.222 0.631
H -2.488 -2.471 -1.607
H -3.413 -1.641 -2.936
C -3.853 1.657 -2.730
C -4.027 3.179 -2.639
C -5.301 3.378 -3.431
O -5.645 2.117 -3.954
C -4.599 1.177 -3.976
H -4.413 1.235 -1.894
H -2.798 1.389 -2.673
H -3.139 3.707 -2.984
H -4.241 3.329 -1.581
H -4.994 4.015 -4.261
H -6.187 3.816 -2.974
H -3.999 1.242 -4.883
H -5.015 0.193 -3.759
C 0.057 -2.443 -5.474
C -0.355 -2.770 -4.074
C 0.928 -3.251 -3.388
O 1.890 -2.388 -3.853
C 1.365 -1.758 -5.107
H -0.635 -1.853 -6.074
H 0.294 -3.361 -6.013
H -1.024 -3.616 -4.231
H -0.751 -1.883 -3.579
H 1.139 -4.261 -3.739
H 0.786 -3.051 -2.326
H 2.039 -2.085 -5.898
H 1.277 -0.678 -4.986
C 0.601 2.184 4.966
C 1.854 2.916 4.744
C 2.732 1.886 4.060
O 2.311 0.715 4.785
C 1.030 0.765 5.363
H 0.098 2.095 4.003
H 0.014 2.695 5.730
H 2.362 3.229 5.656
H 1.676 3.713 4.022
H 3.802 1.953 4.261
H 2.567 1.733 2.993
H 1.185 0.690 6.439
H 0.436 0.014 4.843
C -2.587 -1.484 4.007
C -1.879 -2.049 5.294
C -2.789 -3.243 5.641
O -4.064 -2.659 5.293
C -3.944 -2.123 3.998
H -1.946 -1.657 3.142
H -2.742 -0.408 4.075
H -1.964 -1.393 6.160
H -0.888 -2.485 5.167
H -2.646 -3.440 6.703
H -2.654 -4.163 5.071
H -4.787 -1.449 3.845
H -3.975 -2.957 3.297
C 3.346 -3.448 3.746
C 3.443 -4.746 3.016
C 2.228 -4.618 2.096
O 1.251 -4.024 2.907
C 1.889 -2.986 3.627
H 4.009 -2.754 3.229
H 3.751 -3.530 4.755
H 3.324 -5.488 3.806
H 4.391 -4.947 2.516
H 1.731 -5.521 1.741
H 2.426 -4.064 1.178
H 1.267 -2.948 4.521
H 1.836 -2.003 3.159
C 3.886 3.036 1.050
C 2.784 4.028 0.679
C 3.263 4.813 -0.598
O 4.387 3.981 -1.014
C 5.066 3.415 0.119
H 3.647 1.984 0.893
H 4.091 3.109 2.119
H 2.609 4.729 1.495
H 1.874 3.430 0.727
H 3.661 5.794 -0.340
H 2.497 4.911 -1.367
H 5.776 4.164 0.473
H 5.663 2.586 -0.259
C -0.418 0.253 -0.638
C 0.962 0.722 -0.660
C 1.326 0.326 0.790
O 0.670 -0.912 1.039
C -0.340 -1.119 0.082
H -0.793 0.158 -1.657
H -1.158 0.813 -0.067
H 1.124 1.789 -0.811
H 1.614 0.290 -1.420
H 0.939 1.141 1.401
H 2.409 0.249 0.888
H -1.244 -1.601 0.453
H 0.009 -1.801 -0.694
```

Values from the calculation:
HOMO-LUMO gap in hartree: 0.297
Energy in eV: -92251.4837
Structure (SMILES): Oc1ccc(O)cc1.Oc1ccc(O)cc1.Oc1ccc(O)cc1.Oc1ccc(O)cc1.C1CCOC1.C1CCOC1.C1CCOC1.C1CCOC1.C1CCOC1.C1CCOC1.C1CCOC1.C1CCOC1

=====

The following is a quantum chemistry calculation of a structure of composition C56H89F6O30S2Y at a distorted geometry, from the OMol25 dataset.

Structure (XYZ):
```
184
Properties=species:S:1:pos:R:3
Y 0.603 -2.411 1.036
C -1.076 -2.220 5.083
C -0.929 -1.005 4.139
O -0.671 -1.481 2.854
H -1.402 -1.828 6.046
H -0.277 -2.953 5.191
H -1.981 -2.795 4.883
H -0.032 -0.506 4.507
H -1.782 -0.362 4.357
C 4.094 -4.394 3.244
F 4.842 -5.279 3.914
F 4.221 -3.218 3.830
F 4.473 -4.449 1.904
S 2.146 -4.809 3.408
O 2.058 -6.151 2.864
O 1.919 -4.697 4.806
O 1.576 -3.739 2.584
C -0.119 2.084 0.242
F 0.466 2.242 1.476
F -1.385 1.614 0.434
F -0.199 3.166 -0.504
S 0.882 0.804 -0.775
O 0.690 -0.490 -0.135
O 0.334 0.875 -2.134
O 2.296 1.158 -0.693
C -6.585 -2.577 3.911
C -5.444 -1.646 3.952
C -4.873 -1.495 2.530
O -5.881 -1.978 1.689
C -6.398 -3.025 2.473
H -7.523 -2.098 4.195
H -6.324 -3.430 4.537
H -4.573 -1.913 4.551
H -5.801 -0.685 4.323
H -3.910 -1.988 2.401
H -4.579 -0.465 2.330
H -5.758 -3.899 2.352
H -7.376 -3.363 2.129
C 0.620 5.871 -2.050
C 0.297 7.342 -2.457
C -1.119 7.305 -2.953
O -1.010 6.112 -3.801
C -0.271 5.105 -3.055
H 0.354 5.464 -1.075
H 1.702 5.782 -2.149
H 1.026 7.518 -3.248
H 0.515 8.141 -1.749
H -1.244 8.159 -3.618
H -1.883 7.331 -2.176
H 0.260 4.486 -3.778
H -1.047 4.572 -2.506
C -3.026 2.903 -5.065
C -1.962 1.868 -5.367
C -0.999 2.437 -6.364
O -1.998 3.141 -7.116
C -3.139 3.605 -6.441
H -2.508 3.634 -4.445
H -3.980 2.453 -4.791
H -2.337 0.910 -5.725
H -1.431 1.520 -4.481
H -0.486 1.675 -6.951
H -0.142 3.055 -6.094
H -4.065 3.356 -6.959
H -3.100 4.664 -6.184
O -5.675 4.484 2.448
C -5.704 3.701 1.534
O -6.252 3.935 0.376
C -6.278 2.777 -0.441
C -6.042 1.634 0.507
C -5.118 2.293 1.473
H -5.455 2.989 -1.124
H -7.188 2.618 -1.019
H -5.543 0.791 0.029
H -6.966 1.310 0.987
H -4.113 2.413 1.067
H -5.091 1.916 2.495
O -1.459 -2.221 -0.161
C -2.359 -1.850 -0.843
O -2.188 -0.968 -1.879
C -3.385 -0.651 -2.613
C -4.511 -1.471 -1.994
C -3.808 -2.240 -0.813
H -3.292 -0.870 -3.676
H -3.540 0.422 -2.492
H -4.991 -2.178 -2.669
H -5.196 -0.772 -1.513
H -4.035 -3.284 -1.029
H -4.204 -2.092 0.192
O 3.267 5.261 -4.951
C 4.025 4.368 -4.583
O 5.355 4.547 -4.666
C 5.990 3.534 -3.928
C 4.958 2.395 -3.778
C 3.723 3.177 -3.772
H 6.361 3.828 -2.946
H 6.873 3.234 -4.492
H 5.048 1.908 -2.807
H 5.121 1.777 -4.661
H 3.523 3.511 -2.754
H 2.927 2.537 -4.152
O 0.992 -4.436 -0.144
C 1.241 -5.394 -0.820
O 0.484 -5.744 -1.811
C 1.046 -6.911 -2.489
C 2.574 -6.865 -2.079
C 2.358 -6.442 -0.688
H 0.960 -6.682 -3.551
H 0.565 -7.866 -2.276
H 3.115 -6.124 -2.667
H 3.127 -7.802 -2.150
H 3.258 -6.105 -0.172
H 1.983 -7.300 -0.131
O 2.178 -1.001 2.122
C 3.139 -0.625 2.835
O 4.426 -0.792 2.434
C 5.359 -0.136 3.336
C 4.564 0.356 4.545
C 3.100 0.085 4.181
H 5.734 0.823 2.978
H 6.232 -0.739 3.586
H 4.812 1.402 4.729
H 4.988 -0.159 5.407
H 2.572 1.038 4.209
H 2.687 -0.631 4.892
O 0.940 -2.412 -2.184
C 0.965 -2.097 -3.392
O -0.115 -2.197 -4.132
C 0.066 -1.807 -5.501
C 1.602 -1.765 -5.596
C 2.163 -1.599 -4.166
H -0.269 -0.795 -5.726
H -0.317 -2.530 -6.222
H 1.921 -0.891 -6.164
H 1.904 -2.735 -5.989
H 2.385 -0.613 -3.760
H 2.970 -2.319 -4.031
O -0.915 -4.430 1.670
C -1.644 -5.054 2.453
O -2.919 -5.079 2.307
C -3.563 -5.965 3.273
C -2.382 -6.573 4.089
C -1.195 -5.851 3.596
H -4.185 -6.771 2.882
H -4.119 -5.419 4.035
H -2.397 -7.624 3.802
H -2.487 -6.610 5.173
H -0.444 -6.517 3.169
H -0.656 -5.257 4.334
O 5.120 3.057 -0.263
C 4.270 3.392 0.644
O 4.293 2.819 1.852
C 3.150 3.162 2.624
C 2.553 4.367 1.968
C 3.180 4.382 0.633
H 3.375 3.389 3.666
H 2.463 2.316 2.604
H 2.829 5.308 2.445
H 1.464 4.379 1.922
H 3.533 5.382 0.381
H 2.568 3.988 -0.178
O 2.933 -2.597 0.060
C 4.014 -2.163 -0.381
O 4.087 -1.104 -1.061
C 5.333 -0.584 -1.447
C 6.286 -1.700 -0.920
C 5.332 -2.797 -0.324
H 5.277 0.376 -0.933
H 5.392 -0.594 -2.535
H 6.996 -1.455 -0.130
H 6.838 -2.193 -1.720
H 5.802 -3.061 0.624
H 5.301 -3.732 -0.883
O 0.744 4.058 4.743
C -0.441 3.848 4.410
O -0.913 2.591 4.397
C -2.194 2.533 3.824
C -2.623 3.936 3.669
C -1.426 4.775 3.775
H -2.884 2.088 4.541
H -2.296 1.913 2.934
H -3.325 4.388 4.370
H -2.961 4.091 2.644
H -1.456 5.703 4.346
H -0.942 4.938 2.812
```

Values from the calculation:
HOMO-LUMO gap in hartree: 0.215
Energy in eV: -159960.1373